{"formula": "C27H63N7O9Pt", "method": "ωB97M-V/def2-TZVPD", "total_charge": -1, "homo_lumo_gap_ha": [0.1446, 0.1105], "spin_multiplicity": 4, "total_energy_ev": -61115.1996, "elements": ["Pt", "C", "C", "C", "O", "H", "H", "H", "H", "H", "H", "H", "C", "C", "C", "O", "H", "H", "H", "H", "H", "H", "H", "C", "O", "N", "C", "C", "H", "H", "H", "H", "H", "H", "H", "C", "O", "N", "C", "C", "H", "H", "H", "H", "H", "H", "H", "C", "O", "N", "C", "C", "H", "H", "H", "H", "H", "H", "H", "C", "O", "N", "C", "C", "H", "H", "H", "H", "H", "H", "H", "C", "O", "N", "C", "C", "H", "H", "H", "H", "H", "H", "H", "C", "O", "N", "C", "C", "H", "H", "H", "H", "H", "H", "H", "C", "O", "N", "C", "C", "H", "H", "H", "H", "H", "H", "H"], "positions_angstrom": [[-0.1337, -3.4390, -2.3895], [1.0595, 0.0519, -0.2028], [-0.1583, -0.7892, 0.0167], [-1.3874, 0.1453, -0.2668], [-0.2263, -1.9153, -0.7535], [1.4157, 0.2474, -1.2142], [1.9876, -0.2083, 0.3061], [0.9866, 1.1005, 0.0857], [-0.1363, -1.1931, 1.0289], [-1.5253, 0.8988, 0.5086], [-2.2501, -0.5067, -0.4034], [-1.4158, 0.6506, -1.2322], [2.5876, 3.6402, -0.2018], [1.8727, 4.3670, 0.9922], [2.7312, 4.3357, 2.2748], [1.4414, 5.6488, 0.8113], [1.8252, 3.1847, -0.8337], [3.2141, 2.8025, 0.1045], [3.2331, 4.2211, -0.8606], [0.9703, 3.8068, 1.2370], [3.6360, 4.9430, 2.2475], [3.2158, 3.4043, 2.5676], [2.1490, 4.6872, 3.1266], [-1.8253, 5.0380, -1.0474], [-1.1287, 5.9831, -0.7082], [-2.3867, 4.9172, -2.2140], [-3.0566, 3.6315, -2.6548], [-2.3940, 5.8836, -3.2617], [-2.1920, 4.2705, -0.3483], [-4.1310, 3.5175, -2.7993], [-2.6768, 2.8391, -2.0098], [-2.5151, 3.4349, -3.5801], [-2.3233, 6.8619, -2.7863], [-1.4052, 5.9138, -3.7193], [-3.2095, 5.7469, -3.9719], [-2.2884, -1.6697, -4.1461], [-1.4174, -2.4260, -3.7152], [-2.1766, -0.3814, -4.4074], [-3.3168, 0.3861, -4.7927], [-0.9663, 0.3816, -4.1229], [-3.2500, -2.0843, -4.4862], [-4.1524, -0.2315, -5.1220], [-2.8554, 0.6690, -5.7388], [-3.6545, 1.2312, -4.1928], [-0.1173, -0.2932, -4.0136], [-0.7633, 1.0954, -4.9213], [-1.0357, 0.9086, -3.1713], [2.5339, -1.4218, -3.2111], [1.7735, -2.3629, -3.3946], [3.5736, -1.2655, -2.3007], [4.3410, -0.0048, -2.2051], [4.1335, -2.2890, -1.4815], [2.4917, -0.4989, -3.8100], [4.0278, 0.7708, -2.9040], [5.4038, -0.2275, -2.2998], [4.2215, 0.3903, -1.1963], [4.2088, -1.9414, -0.4512], [3.6350, -3.2496, -1.6110], [5.0940, -2.3951, -1.9859], [6.7823, -1.0600, 1.8746], [7.6425, -1.7603, 2.3746], [5.7805, -0.3615, 2.4046], [5.0006, 0.6578, 1.6963], [5.5958, -0.4440, 3.9014], [6.8344, -0.9235, 0.7833], [5.3369, 1.6760, 1.8918], [3.9965, 0.6794, 2.1197], [4.9150, 0.7656, 0.6150], [4.6508, -0.9852, 3.9486], [6.3751, -0.8834, 4.5241], [5.6920, 0.5369, 4.3667], [-4.9345, -1.8535, -1.0564], [-5.3650, -0.7394, -1.3133], [-5.4085, -2.9851, -1.6683], [-4.7075, -4.2554, -1.5119], [-6.7954, -3.1046, -2.2800], [-4.0377, -2.1732, -0.5035], [-3.6500, -4.0833, -1.3113], [-4.8896, -4.6983, -2.4911], [-5.1727, -4.8244, -0.7069], [-7.4107, -3.6819, -1.5899], [-7.2378, -2.1093, -2.3229], [-6.7848, -3.4483, -3.3143], [-1.2368, -3.2406, 3.8420], [-1.5912, -3.0014, 4.9722], [-1.6373, -4.2853, 3.1105], [-1.3095, -4.4571, 1.6509], [-2.3346, -5.4600, 3.5599], [-0.4158, -2.7144, 3.3308], [-2.0899, -4.7863, 0.9649], [-0.7184, -5.3690, 1.5663], [-0.8185, -3.6692, 1.0797], [-2.9406, -5.0168, 4.3501], [-3.0681, -5.9529, 2.9218], [-1.8224, -6.3419, 3.9446], [-0.5402, 1.2726, 6.0004], [-0.4626, 2.3527, 6.6261], [0.0902, 1.1087, 4.8068], [0.1213, -0.1875, 4.2199], [0.8760, 2.1928, 4.1914], [-1.1036, 0.3744, 6.2969], [-0.6182, -0.0653, 3.4284], [-0.2689, -0.9393, 4.9059], [1.0665, -0.4072, 3.7235], [0.6713, 3.1649, 4.6401], [1.9436, 1.9770, 4.1497], [0.7075, 2.2975, 3.1196]], "forces_ev_per_angstrom": [[1.056, 0.579, 1.909], [2.095, 1.652, 0.043], [-0.604, 1.164, -1.473], [-0.274, -1.015, 0.335], [-0.214, -2.254, -1.092], [-0.590, -0.757, -0.656], [-0.003, -0.800, 0.300], [-0.725, 0.136, 0.616], [-0.358, 0.611, 0.678], [-0.192, -0.069, 0.063], [-0.329, -0.027, 0.716], [0.943, 0.157, -0.066], [-0.341, -0.296, -0.110], [0.240, 2.216, 0.497], [0.857, -0.240, 0.461], [0.921, -0.761, -0.689], [-0.201, 0.098, -0.277], [0.172, -0.389, 0.483], [-0.139, 0.669, 0.249], [-0.467, -1.350, 0.030], [-0.181, 0.789, -0.551], [-0.371, -1.061, 0.020], [-0.118, 0.059, -0.082], [1.168, 1.897, 3.040], [-0.767, -0.743, -0.487], [-3.914, -2.864, -3.501], [2.659, 0.275, 0.498], [1.765, 1.410, 0.661], [0.502, -0.330, 0.187], [-0.064, 0.805, 0.268], [-0.400, -0.034, 0.336], [-0.480, -0.277, -0.482], [-0.876, 0.301, -0.010], [0.012, -0.497, -0.852], [0.140, 0.118, 0.246], [0.131, -0.979, -0.099], [-0.918, 0.961, -1.128], [0.612, -0.078, 2.165], [0.237, 0.012, -2.607], [0.401, -0.377, 0.369], [-0.093, 0.043, 0.322], [-0.025, -0.185, 0.583], [-1.113, 1.580, -0.499], [0.427, -0.294, 0.313], [-0.138, -0.148, -0.155], [-0.160, -0.042, -0.067], [-0.200, 0.131, -0.105], [1.563, 0.956, 1.339], [0.626, 0.029, 0.105], [-2.090, 0.895, -1.775], [-0.509, -0.536, 0.293], [0.368, -0.575, -0.828], [-0.330, -0.055, -0.146], [-0.076, -0.293, -0.092], [0.064, 0.015, -0.356], [-0.232, 0.105, -0.055], [0.075, -0.346, 0.034], [-0.362, 0.269, 0.318], [0.708, -0.506, 0.914], [0.965, 0.131, -1.913], [-0.498, -0.037, 0.929], [0.678, 0.034, 1.541], [-0.487, 1.234, 0.975], [-0.106, 0.513, -0.991], [-0.284, 0.136, -0.323], [0.516, 0.068, 0.643], [-0.176, -0.314, -0.213], [0.385, -1.478, -0.061], [-0.062, 0.458, 1.091], [0.241, -1.112, -1.149], [-1.231, 0.471, -0.436], [-0.620, -0.415, -2.195], [0.416, -0.439, 1.053], [-1.432, -0.059, -0.246], [-0.863, 0.796, -0.278], [1.397, 1.397, 1.020], [0.142, 0.910, 0.459], [-0.030, -0.160, -0.150], [0.592, -0.777, 0.266], [0.135, -0.414, -0.058], [-0.024, -0.401, -0.369], [0.214, 0.095, 0.168], [0.220, -0.498, 0.240], [0.628, -0.388, 0.117], [-0.153, 0.187, 0.540], [-0.005, -1.988, -4.394], [0.983, -0.712, 0.141], [-1.922, 0.628, 2.128], [-0.324, 0.546, -0.165], [-1.205, 0.564, 0.728], [0.775, 0.113, 0.196], [0.228, 0.461, 0.706], [-0.175, -0.752, 0.617], [0.107, 0.878, -0.944], [1.094, 0.526, 0.185], [1.301, 2.826, -0.042], [-0.776, -2.269, -0.535], [0.751, 1.009, 1.360], [-1.276, 0.389, -1.311], [-0.086, -0.229, -0.431], [0.004, 0.184, 0.301], [-0.043, -0.911, -0.653], [0.452, -0.119, -0.038], [0.188, -0.197, 0.450], [0.073, -0.404, 0.209], [0.214, -0.082, 0.824], [-0.809, -0.149, -0.140]]}